No. 1
C46H104N12O32S5 | ωB97M-V/def2-TZVPD

Calculated values
Energy = -6870.76106 Eh
Total charge = 0
HOMO level = -0.330 Ha
Frontier orbital gap = 9.07 eV

Geometry as XYZ:
```
199
Properties=species:S:1:pos:R:3:forces:R:3:lowdin_charge:R:1
C 33.8844 27.6381 -6.4689 0.35 0.33 -0.26 0.021
C 35.2540 26.9507 -6.5576 0.84 0.92 -0.46 -0.512
O 36.0888 26.8742 -5.6624 -0.49 -0.10 0.29 0.023
N 35.5691 26.6607 -7.8472 -1.01 0.57 -0.15 -0.006
C 36.8232 26.1796 -8.3612 -0.08 -0.79 0.91 -0.057
H 34.0456 28.6658 -6.1434 0.16 -0.16 0.73 0.077
H 33.1266 27.1501 -5.8558 0.37 0.07 0.02 0.059
H 33.5206 27.8445 -7.4755 -0.33 -0.63 -0.05 0.077
H 34.7350 26.4820 -8.3879 0.26 0.19 -0.40 0.061
H 37.6662 26.8560 -8.2197 -0.23 0.22 -0.05 0.092
H 36.6878 25.9339 -9.4145 0.20 0.06 0.13 0.076
H 37.0326 25.2792 -7.7837 0.64 -0.16 -0.42 0.053
C 37.9986 22.4749 0.2228 -0.07 0.91 0.16 0.008
C 38.2322 23.6688 -0.7090 0.22 -2.04 1.16 -0.628
O 37.3335 24.1044 -1.3542 -2.35 0.98 -1.62 0.054
N 39.4659 24.1239 -0.8048 1.99 0.63 -0.12 0.019
C 39.8577 25.1412 -1.7888 0.23 -0.44 0.04 -0.043
H 37.3754 22.8862 1.0169 -0.02 -0.20 0.22 0.080
H 38.9077 22.0639 0.6616 -0.12 -0.18 -0.12 0.075
H 37.3849 21.7427 -0.3019 0.30 -0.08 0.01 0.067
H 40.1493 23.7503 -0.1618 0.01 0.21 -0.29 0.135
H 39.7850 26.1594 -1.4066 -0.08 -0.05 0.01 0.081
H 39.2567 25.0409 -2.6926 -0.30 0.05 0.26 0.084
H 40.8778 24.9226 -2.1048 0.12 0.17 0.22 0.080
C 33.1273 23.1134 -8.2776 1.54 0.39 -0.32 0.026
C 33.7368 24.2915 -9.0653 -0.82 0.32 -1.72 -0.474
O 33.3174 25.4483 -8.8802 0.11 -0.87 0.32 -0.044
N 34.5902 24.0939 -10.1158 0.21 -1.46 1.46 0.035
C 35.1929 22.7260 -10.4346 -0.80 2.64 0.23 -0.011
H 33.1797 23.4642 -7.2468 -0.79 -0.24 0.11 0.084
H 33.7062 22.1909 -8.3220 0.29 0.11 -0.10 0.061
H 32.1514 22.8304 -8.6719 -0.22 0.59 0.31 0.085
H 34.8942 24.9423 -10.5718 0.06 -0.19 -0.03 0.129
H 35.8908 22.9138 -11.2505 -0.35 -0.43 -0.20 0.088
H 34.2801 22.1862 -10.6866 0.84 -0.88 -0.17 0.088
H 35.7844 22.3815 -9.5863 -0.36 -0.32 -0.02 0.060
C 34.6112 20.9958 0.9365 -0.74 0.31 -0.18 -0.006
C 33.2036 20.7224 0.4036 2.55 0.31 -0.58 -0.621
O 32.2393 20.8024 1.0777 -3.21 0.20 2.17 0.072
N 33.1850 20.5594 -0.9158 0.04 -0.88 -2.23 0.033
C 32.0355 20.3742 -1.8186 -0.41 -0.54 0.84 -0.026
H 34.5650 21.2348 1.9990 0.09 -0.47 -0.05 0.085
H 34.8508 21.9304 0.4292 0.67 -0.06 -0.08 0.064
H 35.2936 20.1856 0.6799 0.17 0.23 0.17 0.085
H 34.0839 20.4134 -1.3525 -0.15 0.14 0.05 0.123
H 31.6865 21.3331 -2.2019 0.23 -0.25 -0.47 0.062
H 31.1697 19.8702 -1.3890 0.03 0.35 0.99 0.066
H 32.2526 19.5874 -2.5411 0.58 0.72 -0.62 0.068
C 30.4377 26.5907 1.0475 -2.26 1.32 0.26 -0.014
C 31.5176 25.7694 0.5313 0.98 -0.41 -2.97 -0.509
O 31.8997 25.7397 -0.6827 -0.48 0.43 3.01 -0.010
N 31.9442 24.9214 1.4656 0.27 -0.65 0.19 0.022
C 33.0924 24.1075 1.2800 1.61 -1.01 -0.66 -0.072
H 30.2317 27.5402 0.5535 0.27 -0.33 -0.36 0.075
H 30.3991 26.8091 2.1147 0.67 -0.23 0.10 0.094
H 29.5663 25.9561 0.8864 -0.42 0.20 -0.19 0.079
H 31.3751 24.8262 2.2946 0.45 0.17 -0.01 0.145
H 34.0192 24.6589 1.4384 0.04 0.16 0.69 0.095
H 33.2754 23.7920 0.2529 -0.86 0.07 -0.35 0.079
H 33.0910 23.1723 1.8400 -0.26 0.35 0.34 0.074
C 35.9995 27.3945 -1.8043 -0.06 1.13 0.15 0.003
C 37.3531 28.1704 -1.8273 -1.89 -1.32 -1.70 -0.536
O 37.9924 28.4516 -0.8478 0.80 0.19 0.42 0.045
N 37.6726 28.4729 -3.1312 0.29 0.82 0.59 0.000
C 38.8937 29.1295 -3.5516 0.40 -0.30 0.49 -0.081
H 35.2804 28.1217 -2.1812 -0.26 0.11 -0.08 0.060
H 35.6481 27.1621 -0.7990 0.44 -0.20 -0.02 0.075
H 35.9066 26.5479 -2.4846 0.52 -0.07 0.18 0.063
H 36.9854 28.4053 -3.8683 -0.18 -0.56 0.36 0.105
H 39.4219 29.6678 -2.7646 -0.51 0.04 0.34 0.078
H 38.6836 29.8466 -4.3451 0.16 -0.30 -0.16 0.082
H 39.5884 28.3360 -3.8272 0.24 0.25 -0.67 0.074
C 28.3795 16.0530 -1.8508 -0.97 0.37 -0.65 0.013
C 28.3680 17.5521 -2.1436 0.94 0.30 -0.57 -0.559
O 29.1192 18.3428 -1.5918 0.27 -0.11 0.58 0.019
N 27.5316 18.0231 -3.0960 -1.75 0.85 -0.80 0.018
C 27.2139 19.4900 -3.2889 1.03 -0.66 0.89 -0.031
H 27.6718 15.9821 -1.0248 0.48 -0.44 0.50 0.089
H 29.3586 15.5963 -1.7062 -0.08 0.49 0.56 0.066
H 27.9147 15.4578 -2.6368 -0.08 0.21 -0.30 0.076
H 26.8351 17.4158 -3.5035 0.28 -0.19 0.22 0.123
H 26.2664 19.6532 -3.8024 0.31 -0.41 -0.27 0.076
H 28.0529 19.9922 -3.7705 -0.29 -0.08 -0.36 0.067
H 27.1225 19.9995 -2.3296 -0.02 -0.25 0.23 0.073
C 38.3048 19.9986 -8.3316 -0.34 -0.77 -0.95 0.006
C 38.0500 21.4461 -8.0323 2.67 1.26 0.79 -0.550
O 38.8610 22.3579 -8.3006 -1.63 -1.31 -0.08 0.014
N 36.9966 21.6379 -7.2200 -0.79 0.20 0.93 0.003
C 36.6666 22.9226 -6.5902 0.18 0.37 -1.03 -0.054
H 38.0713 19.7743 -9.3724 0.07 0.19 -0.23 0.083
H 37.6521 19.3244 -7.7771 0.11 0.06 0.26 0.078
H 39.3426 19.6932 -8.1980 -0.05 0.38 0.22 0.094
H 36.4698 20.8051 -6.9988 -0.10 0.32 0.05 0.099
H 36.1125 23.4962 -7.3332 -0.46 0.19 0.27 0.055
H 37.5456 23.5435 -6.4169 0.34 -0.46 0.00 0.086
H 36.1241 22.8819 -5.6457 -0.14 -0.55 -0.23 0.081
C 34.7590 19.9855 -4.8896 -0.63 -0.11 -0.26 0.029
C 33.7023 19.5397 -5.9688 1.10 -0.34 0.50 -0.545
O 33.9519 18.5529 -6.6319 0.18 -0.68 -0.52 0.027
N 32.5528 20.2129 -6.1117 0.56 0.67 0.78 0.024
C 31.4781 19.9562 -7.0227 -0.87 0.22 -0.08 -0.070
H 35.3277 19.1297 -4.5259 -0.45 -0.38 -0.18 0.084
H 34.3223 20.4844 -4.0245 -0.11 0.26 -0.18 0.055
H 35.5510 20.6062 -5.3088 -0.39 0.36 -0.12 0.032
H 32.4629 21.0807 -5.6027 -0.03 0.18 0.40 0.072
H 31.6123 20.3950 -8.0114 0.22 0.15 -0.09 0.069
H 30.6394 20.4508 -6.5328 -0.32 0.02 -0.37 0.082
H 31.1624 18.9294 -7.2078 0.61 -0.24 0.43 0.082
C 33.7963 24.0068 -3.2583 -1.46 0.41 -0.27 0.027
C 32.3754 23.5447 -3.6348 -0.24 -2.02 0.10 -0.471
O 32.2384 22.6059 -4.4890 0.34 2.06 1.24 -0.069
N 31.2764 23.9939 -2.9655 -0.53 -1.03 -2.37 0.072
C 29.9482 23.4817 -3.4360 -0.05 0.42 1.31 -0.049
H 33.7698 24.7794 -2.4900 0.06 0.00 -0.03 0.064
H 34.1792 24.4220 -4.1906 0.42 0.04 0.12 0.072
H 34.4092 23.1706 -2.9217 -0.14 -0.04 -0.15 0.073
H 31.2112 24.7188 -2.2653 0.87 0.20 0.08 0.085
H 29.2039 24.1545 -3.0101 -0.04 -0.08 0.06 0.053
H 29.7672 22.5038 -2.9898 -0.03 -0.12 -0.14 0.074
H 29.7140 23.4058 -4.4978 0.84 0.16 -0.03 0.055
C 30.6333 26.2380 -6.2998 1.25 0.27 -0.01 0.005
C 29.9123 26.6953 -7.5584 1.54 -0.86 0.78 -0.557
O 28.8847 27.3042 -7.4822 -1.75 0.65 -0.56 0.060
N 30.5748 26.3112 -8.6876 -0.43 -0.04 -0.80 0.014
C 30.0784 26.4083 -10.0559 0.25 1.05 -0.20 -0.073
H 31.0444 27.0675 -5.7245 -0.71 0.42 0.06 0.067
H 31.5656 25.7462 -6.5774 -0.20 -0.71 0.04 0.053
H 30.0297 25.6321 -5.6238 -0.11 -0.02 -0.28 0.074
H 31.5486 26.0683 -8.5750 -0.02 -0.32 -0.05 0.065
H 29.1639 26.9998 -10.1021 -0.24 -0.45 0.29 0.081
H 29.9977 25.4671 -10.5996 -0.40 -0.37 0.53 0.070
H 30.7428 26.9736 -10.7094 0.47 0.23 0.30 0.075
C 25.4885 21.8037 -6.6387 -0.16 -0.31 -1.14 -0.004
C 26.9228 22.2360 -6.4927 0.02 -0.61 3.86 -0.523
O 27.4776 22.0343 -5.3816 -0.15 0.35 -2.47 0.005
N 27.4828 22.8541 -7.5408 0.73 0.02 -0.62 0.023
C 28.9314 22.9453 -7.7007 0.18 0.17 0.50 -0.049
H 25.2537 20.8424 -6.1816 0.53 0.13 0.34 0.077
H 25.3846 21.6216 -7.7084 -0.81 0.24 -0.13 0.072
H 24.7595 22.5144 -6.2493 0.19 0.19 -0.21 0.088
H 26.8925 23.0959 -8.3238 0.18 -0.25 0.10 0.138
H 29.4034 23.0087 -6.7202 -0.20 0.28 0.06 0.067
H 29.2205 23.8144 -8.2916 -0.15 -0.01 0.05 0.074
H 29.3719 22.0469 -8.1332 -0.27 -0.14 -0.35 0.072
C 38.4143 21.0430 -3.7985 -0.14 2.35 0.11 -0.209
C 39.9402 21.4538 -3.7248 -2.47 -1.45 0.25 -0.124
O 40.4948 20.2027 -4.1223 0.75 -2.14 0.14 -0.219
S 39.6143 18.8119 -3.6947 -0.55 1.07 -0.73 0.748
O 40.1504 18.1716 -2.5219 -0.65 1.27 -1.06 -0.233
O 39.3327 17.9683 -4.8446 0.63 1.85 1.48 -0.243
O 38.2736 19.7530 -3.3441 1.82 -3.56 0.58 -0.214
H 37.9746 21.0922 -4.7947 0.22 0.44 -0.13 0.104
H 37.8205 21.5526 -3.0397 -0.04 0.89 -0.52 0.123
H 40.1224 21.7280 -2.6857 0.57 -0.24 0.05 0.114
H 40.2751 22.2465 -4.3938 -0.21 -0.34 -0.17 0.137
C 29.2681 22.5472 0.8324 0.69 -0.99 -0.47 -0.183
C 28.3804 21.2671 0.8776 1.27 -0.88 -1.02 -0.136
O 27.0769 21.6490 0.4307 -0.51 1.36 0.25 -0.198
S 27.0044 23.2165 0.0025 1.53 -0.63 -2.11 0.698
O 25.8240 23.8070 0.5431 1.02 -0.21 0.03 -0.220
O 27.2810 23.3386 -1.4392 -0.57 -0.29 3.02 -0.255
O 28.3844 23.6366 0.8210 -2.28 0.75 -0.23 -0.210
H 29.8664 22.5686 -0.0785 -0.16 -0.17 -0.30 0.117
H 30.0171 22.6872 1.6119 -0.54 -0.24 0.41 0.120
H 28.3826 20.6368 1.7669 -0.58 0.91 0.62 0.132
H 28.7269 20.5338 0.1494 0.32 0.25 -0.35 0.109
C 30.8796 30.4426 -1.2297 1.72 -0.41 1.55 -0.183
C 32.0983 29.6196 -0.7416 -0.94 -0.94 -0.67 -0.176
O 33.1122 29.9038 -1.6738 2.27 0.83 -1.22 -0.224
S 32.7834 30.9322 -2.9207 -0.58 -2.15 2.46 0.738
O 33.3519 30.4093 -4.1461 -1.81 0.28 1.76 -0.227
O 33.1422 32.2609 -2.5495 -0.64 -0.23 -0.14 -0.225
O 31.1436 30.6017 -2.6030 0.47 1.28 -2.27 -0.210
H 30.8883 31.3641 -0.6476 -0.36 0.43 -0.53 0.126
H 29.9866 29.8602 -1.0027 -0.20 0.27 -0.76 0.123
H 31.8761 28.5590 -0.8594 0.01 -0.17 -0.12 0.102
H 32.4193 29.7305 0.2941 0.11 0.72 -0.17 0.135
C 30.6690 16.4221 -4.8890 1.12 1.27 0.82 -0.171
C 31.7110 16.9767 -3.8929 -0.31 1.73 0.39 -0.198
O 32.4384 15.9361 -3.3212 -0.16 -3.72 -0.51 -0.181
S 31.6628 14.4576 -3.5688 1.10 -0.83 1.22 0.759
O 31.2246 13.8860 -2.2852 0.23 1.88 -2.67 -0.262
O 32.4806 13.5542 -4.3696 -1.51 2.16 0.73 -0.246
O 30.4129 15.1447 -4.4089 0.48 -2.70 0.95 -0.205
H 31.1416 16.4544 -5.8708 -0.40 -0.41 -0.24 0.129
H 29.7237 16.9616 -4.8301 0.18 0.14 -0.22 0.128
H 31.3161 17.4665 -3.0028 -0.71 0.54 -0.46 0.111
H 32.4133 17.6337 -4.4060 -0.03 0.02 -0.02 0.114
C 26.6282 27.0952 -4.2386 -0.02 -0.18 -0.10 -0.149
C 26.2602 27.9764 -3.0568 -1.43 1.05 -0.67 -0.188
O 27.4974 28.4234 -2.5475 1.79 -0.54 0.46 -0.202
S 28.7170 27.2887 -2.7504 -2.76 0.05 1.06 0.720
O 28.8930 26.5406 -1.4967 0.05 1.50 -2.87 -0.248
O 29.7888 27.9712 -3.4218 -0.94 -1.15 0.79 -0.215
O 27.7394 26.3920 -3.7102 2.54 -0.62 0.47 -0.221
H 26.8984 27.6376 -5.1446 0.34 0.44 0.22 0.130
H 25.9590 26.3176 -4.6071 -0.38 0.10 0.68 0.140
H 25.5814 27.6168 -2.2835 0.53 -0.99 0.13 0.132
H 25.7098 28.8586 -3.3836 0.34 0.27 -0.33 0.130
```
Positions in Å, forces in eV/Å.


No. 2
C9H10N2 | ωB97M-V/def2-TZVPD

Calculated values
Energy = -458.33163 Eh
Total charge = 0
HOMO level = -0.294 Ha
Frontier orbital gap = 8.03 eV

Geometry as XYZ:
```
21
Properties=species:S:1:pos:R:3:forces:R:3:nbo_charge:R:1
C -2.6154 -0.7493 0.8539 -0.37 0.30 0.54 0.253
C 0.2685 -2.2022 0.6781 -0.18 -0.51 0.55 -0.037
C -1.0068 -2.4258 -0.1328 0.04 0.20 -0.12 -0.438
C 0.3535 1.4059 0.5214 0.09 0.08 -0.16 -0.387
C -0.7989 1.2971 -0.5235 -0.01 0.07 0.14 -0.459
C 1.7629 0.9401 0.0781 -0.52 0.32 0.34 -0.502
C -1.0064 -0.1351 -0.8628 -0.60 -0.13 0.18 -0.048
C -1.6982 -1.0618 -0.1598 1.90 0.14 -1.35 -0.178
C 1.9868 -0.5352 -0.0068 -0.54 -0.47 -0.50 0.189
N -3.3790 -0.5261 1.6823 -0.22 0.07 0.24 -0.306
N 1.1402 -1.3261 0.3957 0.21 -0.13 -0.11 -0.309
H 0.3532 -2.7125 1.6272 0.06 0.05 0.15 0.203
H -0.7752 -2.7430 -1.1531 -0.05 -0.01 0.04 0.234
H -1.6106 -3.1917 0.3525 0.07 0.01 -0.07 0.234
H 0.4224 2.4576 0.8086 -0.03 -0.02 0.10 0.216
H 0.0592 0.8337 1.4041 -0.02 0.10 0.07 0.208
H -1.6931 1.7291 -0.0676 0.02 0.03 -0.05 0.233
H -0.5385 1.8733 -1.4137 -0.07 0.04 0.03 0.214
H 2.0170 1.3596 -0.8996 0.11 0.00 0.09 0.231
H 2.5014 1.3307 0.7877 0.01 0.04 -0.16 0.248
H -0.3435 -0.5125 -1.6330 0.08 -0.18 0.05 0.200
```
Positions in Å, forces in eV/Å.